Record 1
{"formula": "C5H6O", "method": "the ωB97M-V functional and the def2-TZVPD basis", "gap_ev": 9.5, "mol_weight_da": 82.1, "total_energy_ev": -7326.215, "species": ["O", "C", "C", "C", "C", "C", "H", "H", "H", "H", "H", "H"], "coordinates": [[2.36, -0.88, 0.09], [1.24, -0.41, -0.01], [-0.02, -1.10, 0.15], [-1.22, -0.17, 0.10], [-0.53, 1.17, -0.01], [0.80, 1.02, -0.12], [-0.01, -1.88, 0.93], [0.62, -0.95, -1.17], [-1.84, -0.42, -0.77], [-1.91, -0.24, 0.96], [-1.06, 2.12, 0.02], [1.58, 1.75, -0.17]], "nbo_charge": [-0.613, 0.318, -0.281, -0.490, -0.141, -0.277, 0.258, 0.295, 0.242, 0.241, 0.220, 0.228]}



Record 2
{"formula": "C6H10N2", "method": "the ωB97M-V functional and the def2-TZVPD basis", "gap_ev": 10.3, "mol_weight_da": 110.2, "total_energy_ev": -9356.576, "smiles": "CN1[C@@H]2[C@@H]3CN3C[C@@H]21", "species": ["C", "N", "C", "C", "C", "N", "C", "C", "H", "H", "H", "H", "H", "H", "H", "H", "H", "H"], "coordinates": [[1.17, 1.14, 0.29], [1.65, -0.13, -0.54], [0.51, -0.61, -1.17], [-1.03, -0.36, -1.00], [-1.56, 0.70, -0.31], [-1.52, -0.62, 0.39], [-0.27, -0.82, 1.12], [0.93, -1.30, 0.13], [0.77, 1.02, 1.25], [2.00, 1.88, 0.50], [0.50, 2.09, -0.10], [0.76, -1.16, -2.16], [-1.60, -0.84, -1.84], [-1.03, 1.37, -0.09], [-2.55, 1.13, -0.49], [-0.06, 0.08, 1.71], [-0.51, -1.65, 2.00], [1.84, -1.91, 0.32]], "nbo_charge": [-0.493, -0.346, -0.085, -0.090, -0.236, -0.379, -0.260, -0.148, 0.177, 0.214, 0.199, 0.213, 0.217, 0.169, 0.195, 0.187, 0.217, 0.250]}



Record 3
{"formula": "C3H10O4", "method": "the ωB97M-V functional and the def2-TZVPD basis", "gap_ev": 11.2, "mol_weight_da": 110.1, "total_energy_ev": -11462.575, "smiles": "CCC(=O)O.O.O", "species": ["C", "C", "C", "O", "O", "H", "H", "H", "H", "H", "H", "O", "H", "H", "O", "H", "H"], "coordinates": [[-0.50, 2.28, -2.19], [-0.75, 0.92, -1.40], [0.02, 0.60, -0.08], [1.19, 0.26, -0.04], [-0.86, 0.65, 1.01], [-1.38, 2.95, -1.98], [0.45, 2.76, -1.80], [-0.40, 2.09, -3.32], [-0.45, -0.04, -1.99], [-1.87, 0.90, -1.22], [-0.35, 0.76, 1.89], [1.19, -1.64, 3.04], [1.54, -1.04, 3.71], [0.60, -1.15, 2.46], [-0.37, -2.43, -0.72], [-0.54, -2.31, -1.59], [0.57, -2.42, -0.53]], "nbo_charge": [-0.612, -0.519, 0.817, -0.592, -0.710, 0.217, 0.221, 0.226, 0.228, 0.232, 0.488, -0.938, 0.469, 0.469, -0.941, 0.462, 0.484]}



Record 4
{"formula": "C9H18N6", "method": "the ωB97M-V functional and the def2-TZVPD basis", "gap_ev": 9.3, "mol_weight_da": 210.3, "total_charge": 2, "total_energy_ev": -18548.093, "smiles": "[H]/N=C1\\NCCN1C=[N+]1CC[N+](=CN)CC1", "species": ["H", "N", "C", "N", "C", "C", "N", "C", "N", "C", "C", "N", "C", "N", "C", "C", "H", "H", "H", "H", "H", "H", "H", "H", "H", "H", "H", "H", "H", "H", "H", "H", "H"], "coordinates": [[1.65, -3.10, 0.41], [1.53, -2.08, 0.28], [2.52, -1.34, 0.38], [3.78, -1.51, 0.78], [4.62, -0.31, 0.42], [3.58, 0.70, -0.02], [2.34, 0.00, -0.20], [1.24, 0.62, -0.58], [-0.04, 0.30, -0.60], [-0.91, -0.81, -0.23], [-2.02, -0.38, 0.79], [-2.99, 0.41, 0.01], [-4.17, 0.65, 0.37], [-4.84, 0.05, 1.37], [-2.38, 0.99, -1.22], [-0.86, 1.37, -1.14], [4.27, -2.33, 0.96], [5.40, -0.40, -0.41], [5.39, 0.00, 1.18], [3.39, 1.41, 0.79], [3.83, 1.05, -1.02], [1.48, 1.73, -0.81], [-0.32, -1.54, 0.49], [-1.18, -1.23, -1.15], [-2.55, -1.29, 1.16], [-1.37, 0.19, 1.51], [-4.68, 1.27, -0.42], [-4.54, -0.51, 2.13], [-5.78, 0.22, 1.44], [-2.85, 1.87, -1.67], [-2.44, 0.25, -2.12], [-0.54, 1.40, -2.17], [-0.57, 2.37, -0.72]], "nbo_charge": [0.396, -0.772, 0.604, -0.574, -0.246, -0.246, -0.360, 0.427, -0.356, -0.262, -0.256, -0.334, 0.411, -0.718, -0.257, -0.239, 0.441, 0.226, 0.252, 0.229, 0.243, 0.236, 0.319, 0.229, 0.251, 0.251, 0.246, 0.434, 0.429, 0.271, 0.246, 0.238, 0.238]}



Record 5
{"formula": "C5H10O2", "method": "the ωB97M-V functional and the def2-TZVPD basis", "gap_ev": [3.6, 6.9], "mol_weight_da": 102.1, "total_charge": -1, "total_energy_ev": -9439.047, "spin_multiplicity": 2, "species": ["C", "C", "C", "O", "C", "C", "H", "H", "H", "H", "H", "H", "H", "H", "H", "H", "O"], "coordinates": [[0.29, -1.82, -0.77], [-0.72, -0.87, -0.01], [-0.66, 0.44, 0.23], [0.31, 1.24, -0.56], [-1.24, 1.32, 1.34], [-1.89, 0.79, 2.46], [0.03, -1.82, -1.74], [0.27, -2.90, -0.30], [1.27, -1.33, -0.54], [-1.53, -1.38, 0.47], [0.03, 1.19, -1.51], [-1.38, 2.35, 0.96], [-1.82, -0.24, 2.71], [-2.06, 1.53, 3.30], [3.23, -0.32, -1.85], [2.59, 1.21, -1.91], [3.28, 0.59, -2.29]], "mulliken_spin": [-0.005, 0.202, 0.219, -0.044, 0.117, 0.419, -0.001, -0.015, 0.007, 0.005, 0.046, -0.001, 0.045, 0.010, -0.010, 0.003, 0.002]}



Record 6
{"formula": "C21H45GdNO7P", "method": "the ωB97M-V functional and the def2-TZVPD basis", "gap_ev": [3.8, 3.4], "mol_weight_da": 611.8, "total_charge": 2, "total_energy_ev": -68422.360, "spin_multiplicity": 8, "species": ["C", "C", "C", "O", "C", "C", "N", "C", "O", "P", "C", "C", "O", "C", "C", "O", "O", "C", "C", "O", "C", "C", "C", "C", "C", "C", "C", "C", "O", "C", "H", "H", "H", "H", "H", "H", "H", "H", "H", "H", "H", "H", "H", "H", "H", "H", "H", "H", "H", "H", "H", "H", "H", "H", "H", "H", "H", "H", "H", "H", "H", "H", "H", "H", "H", "H", "H", "H", "H", "H", "H", "H", "H", "H", "H", "Gd"], "coordinates": [[3.32, 2.97, 2.05], [3.67, 1.43, 1.76], [4.06, 1.12, 0.23], [4.01, -0.32, 0.06], [2.87, -0.75, -0.72], [3.38, -0.89, -2.23], [3.76, 0.41, -2.87], [4.99, 0.21, -3.73], [2.74, -2.15, -0.27], [1.82, -2.20, 1.20], [0.81, -3.62, 0.37], [-0.76, -3.34, 0.30], [-1.60, -4.53, 0.44], [-2.88, -3.99, 0.78], [-3.94, -3.49, -0.32], [-3.25, -3.86, 1.98], [0.92, -2.64, 2.62], [0.88, -1.59, 3.61], [-0.66, -1.52, 4.13], [0.78, -0.89, 0.70], [1.41, -0.15, -0.41], [0.30, -0.29, -1.57], [-1.20, -0.02, -1.07], [-1.44, 1.39, -0.35], [-2.81, 1.52, 0.46], [-4.14, 1.43, -0.44], [-4.02, 2.02, -1.92], [-3.56, 3.56, -2.00], [-4.01, 4.38, -0.89], [-2.91, 4.90, -0.11], [4.26, 3.63, 2.12], [2.55, 3.42, 1.34], [2.85, 3.01, 3.10], [2.81, 0.76, 2.10], [4.58, 1.14, 2.39], [5.15, 1.49, 0.11], [3.43, 1.71, -0.53], [2.66, -1.50, -2.87], [4.35, -1.51, -2.17], [3.01, 0.63, -3.54], [4.96, 0.88, -4.67], [5.06, -0.86, -4.12], [5.96, 0.43, -3.17], [2.72, -3.31, 1.58], [2.73, -1.41, 1.98], [0.98, -4.57, 1.01], [1.21, -3.87, -0.67], [-1.13, -2.57, 1.07], [-0.96, -2.90, -0.75], [-4.35, -2.42, -0.08], [-4.86, -4.18, -0.27], [-3.54, -3.51, -1.39], [1.19, -0.56, 3.24], [1.49, -1.91, 4.54], [-0.82, -2.42, 4.84], [-1.37, -1.73, 3.24], [-0.93, -0.53, 4.62], [1.37, 0.97, -0.18], [0.33, -1.38, -1.94], [0.55, 0.37, -2.47], [-1.64, -0.83, -0.39], [-1.86, -0.02, -2.02], [-1.25, 2.21, -1.13], [-0.59, 1.51, 0.43], [-2.74, 2.47, 1.10], [-2.85, 0.64, 1.21], [-4.94, 2.08, 0.10], [-4.53, 0.34, -0.43], [-3.36, 1.42, -2.62], [-5.08, 1.98, -2.38], [-4.06, 4.00, -2.94], [-2.42, 3.66, -2.19], [-2.68, 6.00, -0.29], [-1.95, 4.26, -0.18], [-3.23, 4.82, 1.00], [-5.61, -0.98, 0.51]], "mulliken_spin": [0.000, 0.008, -0.004, 0.005, 0.051, 0.000, 0.000, 0.000, 0.049, 0.005, 0.231, 0.013, 0.003, -0.003, 0.068, 0.001, 0.085, -0.012, 0.013, 0.048, -0.011, 0.000, -0.003, -0.019, 0.054, 0.154, -0.006, -0.001, 0.000, 0.000, 0.000, 0.000, 0.000, -0.005, 0.000, 0.001, 0.000, 0.000, -0.001, 0.000, 0.000, 0.000, 0.000, 0.372, 0.125, 0.011, -0.014, 0.000, 0.003, 0.080, 0.011, -0.003, 0.002, 0.008, 0.001, 0.002, -0.001, 0.000, 0.000, 0.000, 0.011, 0.000, 0.002, 0.001, 0.006, -0.047, -0.025, 0.098, 0.001, 0.005, 0.000, 0.000, 0.000, 0.000, 0.000, 5.630]}